1.
86
Properties=species:S:1:pos:R:3 method="wB97M-V/def2-TZVPD" s2=6.0126 mol_weight_g_mol=883.2 e_above_lowest_kj_mol=130.91 spin_multiplicity=5 e_homo_ev="-5.8 / -5.9" largest_force_ha_per_bohr=0.06740 charge=-1
Fe -4.2101 -17.1565 -1.7400
C -1.8272 -20.5239 -0.7650
Sb -0.3217 -21.5812 -1.9138
C 0.3083 -19.7933 -2.7839
C 0.9441 -21.8214 -0.1282
C 2.3414 -21.2720 -0.4190
C 2.9720 -21.8503 -1.5418
C 4.2644 -21.4905 -1.8934
C 4.8304 -20.4058 -1.2482
C 4.2133 -19.7831 -0.2094
C 2.9652 -20.2371 0.2796
C 2.3723 -19.5827 1.5121
Sb 0.7459 -18.2726 0.9806
C 1.3806 -16.6098 2.2616
C -0.5850 -18.8808 2.4254
H -1.6987 -19.5069 -0.9683
H -1.6040 -20.6846 0.3162
H -2.8439 -20.9403 -1.0805
H -0.6153 -19.3717 -3.2161
H 1.1236 -19.8608 -3.4708
H 0.6159 -19.1358 -1.9965
H 0.9641 -22.9498 -0.0375
H 0.3620 -21.3825 0.7005
H 2.5467 -22.6652 -2.1206
H 4.6911 -21.9070 -2.7368
H 5.8454 -20.1361 -1.4976
H 4.7732 -18.9607 0.3233
H 3.1404 -18.9667 2.0143
H 1.8831 -20.2941 2.1955
H 1.2820 -16.8506 3.3489
H 0.7897 -15.7528 1.9523
H 2.4650 -16.4011 2.0390
H -0.1579 -19.5814 3.1281
H -1.4568 -19.2675 1.9628
H -0.7974 -17.8865 2.8725
O -5.2226 -19.0593 -1.3155
C -4.6943 -19.4872 -2.4020
O -4.0579 -18.6939 -3.1391
C -4.8061 -20.8779 -2.9010
C -5.3256 -21.9111 -2.1121
C -5.2169 -23.2370 -2.5512
C -4.6960 -23.4208 -3.8198
C -4.3046 -22.3714 -4.6238
C -4.3476 -21.0656 -4.1757
N -4.6602 -24.7861 -4.3905
O -4.2277 -24.9538 -5.5240
O -5.0328 -25.6944 -3.6772
H -5.7544 -21.5872 -1.2534
H -5.6200 -24.1145 -2.0364
H -3.9347 -22.5311 -5.6579
H -3.9287 -20.3929 -4.9195
C -3.6990 -17.2284 1.8959
Si -3.3054 -15.6088 0.9108
C -1.9643 -14.6301 1.7275
C -4.8692 -14.4486 1.0504
C -2.7445 -16.0843 -0.8310
Si -1.9150 -14.9003 -1.9616
C -1.9126 -15.4043 -3.7705
C -2.8097 -13.1822 -1.9798
C -0.1309 -14.6056 -1.5102
H -3.4630 -17.2711 2.9256
H -3.0011 -18.0222 1.4968
H -4.6998 -17.6431 1.7350
H -2.2941 -14.3758 2.7511
H -1.8434 -13.7302 1.1544
H -0.9964 -15.1542 1.8776
H -4.7240 -13.6104 1.7535
H -5.7855 -14.9873 1.3179
H -5.1711 -14.0256 0.0637
H -1.9936 -16.8957 -0.6746
H -2.8188 -15.3426 -4.3279
H -1.6142 -16.4288 -3.8352
H -1.2281 -14.6388 -4.2359
H -3.9094 -13.2071 -1.9306
H -2.4920 -12.8208 -2.9097
H -2.3772 -12.5664 -1.1807
H 0.1548 -13.7204 -2.0195
H 0.5297 -15.4907 -1.6761
H -0.0164 -14.3272 -0.4291
O -5.8914 -15.9607 -1.3961
N -7.1624 -15.8872 -1.4915
C -7.7873 -16.4914 -2.4654
C -9.2351 -16.3169 -2.3504
N -10.3788 -16.2812 -2.3580
C -7.2481 -17.4222 -3.4044
N -6.8829 -18.1481 -4.2135

=====

2.
32
Properties=species:S:1:pos:R:3 method="wB97M-V/def2-TZVPD" mol_weight_g_mol=457.9 e_above_lowest_kj_mol=0.00 e_homo_ev="-15.5 / -15.5" largest_force_ha_per_bohr=0.15262 charge=+2
C -0.3755 -3.2679 -0.2055
C -1.7968 -2.0020 -1.3330
H 0.4838 -3.3091 -0.8896
H -1.2290 -3.9757 -0.4031
H -0.2185 -3.4231 0.8693
H -1.3292 -1.2620 -1.9864
H -1.8449 -3.0906 -1.8822
H -2.7360 -1.7740 -0.8334
C 2.3321 -0.9871 1.2623
C 3.3991 -0.2566 1.7405
C 3.4403 1.1389 1.4967
C 2.3967 1.7387 0.7696
H 2.2428 -2.0641 1.4029
H 4.2128 -0.7736 2.2730
H 4.2644 1.7502 1.8069
H 2.4218 2.7879 0.4305
N 1.2889 -0.3806 0.6410
C 1.3068 0.9716 0.3953
C 0.1740 1.5222 -0.3441
N -0.8668 0.6668 -0.5859
C -1.9880 1.0455 -1.2382
C -1.0249 3.2281 -1.5501
C -2.0850 2.3254 -1.7629
H -2.7986 0.3093 -1.3443
H -2.9619 2.6239 -2.3249
C 0.0914 2.7977 -0.8585
H 0.9855 3.4143 -0.6962
H -1.0370 4.2492 -1.9010
Sn -0.6460 -1.3632 0.4796
I -0.3405 -2.2347 3.2108
N -3.2697 0.1648 1.9290
C -2.4918 -0.5702 1.4321